Below is the molecule C5H10O2 at a distorted geometry, with properties calculated with ωB97M-V with the def2-TZVPD basis set.

```
17
Properties=species:S:1:pos:R:3:forces:R:3
C 2.625 -0.292 0.330 0.36 -0.11 0.13
O 1.462 0.248 -0.231 0.03 -0.11 0.03
C 0.339 -0.555 0.049 -0.10 -0.33 0.21
C -0.825 0.161 -0.534 0.21 0.10 0.22
C -2.180 -0.513 -0.324 0.03 0.03 0.16
C -0.799 1.638 -0.062 0.02 0.19 -2.10
O -1.405 2.309 -0.857 -0.65 1.56 0.39
H 2.525 -0.389 1.422 0.07 0.00 -0.13
H 3.449 0.385 0.101 -0.06 -0.11 0.03
H 2.834 -1.286 -0.093 0.06 0.12 0.08
H 0.183 -0.644 1.134 0.26 -0.23 0.05
H 0.442 -1.550 -0.403 0.13 -0.09 0.21
H -0.653 0.216 -1.625 -0.05 0.30 0.52
H -2.991 0.079 -0.767 0.28 -0.02 0.12
H -2.200 -1.500 -0.805 0.08 0.19 0.18
H -2.379 -0.633 0.744 -0.12 -0.10 -0.05
H -0.160 2.211 0.684 -0.57 -1.40 -0.03
```
Positions in Å, forces in eV/Å.

As for the SMILES: COC[C@@H](C)C=O. Its HOMO-LUMO gap is 10.3 eV. The relative energy (zero: lowest compared OMol25 entry of this formula, charge and spin) is 53.83 kcal/mol.

Atom charges from the Löwdin analysis, given in e for atoms 1 to 5:
1 C -0.113
2 O -0.192
3 C -0.249
4 C -0.337
5 C -0.052

Below is C5H10O2 as an isolated structure, with properties calculated with ωB97M-V with the def2-TZVPD basis set.

```
17
Properties=species:S:1:pos:R:3:forces:R:3
C -2.505 -0.272 0.027 -0.10 -0.05 0.03
C -1.143 0.144 -0.491 0.02 0.27 0.21
C 0.007 0.037 0.330 -0.28 0.25 0.00
O 0.626 -1.514 -0.574 0.15 -0.10 -0.32
C 1.176 0.972 0.188 0.00 -0.02 -0.14
C 2.474 0.319 0.603 0.24 -0.01 -0.19
O 3.428 0.208 -0.129 -0.42 0.05 0.34
H -3.170 -0.551 -0.798 0.10 0.04 0.13
H -2.427 -1.144 0.687 0.00 0.12 -0.10
H -3.006 0.528 0.590 0.08 -0.12 -0.08
H -0.405 -0.947 -1.008 0.25 -0.10 0.08
H -1.128 0.968 -1.207 0.02 -0.12 0.09
H -0.079 -0.472 1.290 0.02 0.05 -0.15
H 1.404 -1.361 -1.141 -0.13 -0.13 0.12
H 0.984 1.839 0.837 0.04 -0.12 -0.05
H 1.270 1.328 -0.843 -0.04 -0.03 0.14
H 2.496 -0.082 1.638 0.04 0.02 -0.10
```
Positions in Å, forces in eV/Å.

Its HOMO-LUMO gap is 9.4 eV. The relative energy (zero: lowest compared OMol25 entry of this formula, charge and spin) is 99.89 kcal/mol.

Atom charges from the Löwdin analysis, given in e for atoms 1 to 5:
1 C -0.116
2 C -0.260
3 C -0.179
4 O -0.155
5 C -0.133

Below is a 2-piece molecular cluster, C5H10O2 overall, with properties calculated with ωB97M-V with the def2-TZVPD basis set.

```
17
Properties=species:S:1:pos:R:3:forces:R:3
C 0.294 1.793 1.809 -0.04 0.04 0.07
C 0.763 0.716 0.873 -0.09 -0.35 0.18
C -0.034 -0.233 0.378 0.22 0.00 0.41
O -0.646 1.129 -1.757 0.08 0.25 -0.38
C 0.456 -1.404 -0.428 0.13 0.00 -0.03
C -0.478 -1.869 -1.524 0.15 -0.07 -0.15
O -0.116 -2.109 -2.651 -0.17 0.16 0.44
H 0.807 2.748 1.655 -0.06 -0.17 -0.05
H -0.785 1.962 1.717 0.16 -0.05 0.01
H 0.495 1.481 2.841 -0.02 0.14 -0.08
H -0.008 1.297 -1.043 -0.33 -0.05 -0.41
H 1.830 0.675 0.648 -0.12 -0.03 0.08
H -1.108 -0.183 0.560 0.19 -0.04 0.09
H -0.148 0.635 -2.420 -0.05 0.13 -0.09
H 0.565 -2.251 0.267 -0.03 -0.04 -0.15
H 1.439 -1.218 -0.874 -0.10 -0.01 0.11
H -1.535 -2.030 -1.222 0.08 0.08 -0.06
```
Positions in Å, forces in eV/Å.

As for the SMILES: C/C=C/CC=O.O. Its HOMO-LUMO gap is 10.4 eV. The relative energy (zero: lowest compared OMol25 entry of this formula, charge and spin) is 47.26 kcal/mol.

Atom charges from the Löwdin analysis, given in e for atoms 1 to 5:
1 C -0.099
2 C -0.195
3 C -0.169
4 O -0.058
5 C -0.155

Below is C5H10O2 as an isolated structure at a distorted geometry, with properties calculated with ωB97M-V with the def2-TZVPD basis set.

```
17
Properties=species:S:1:pos:R:3:forces:R:3
C 2.678 -0.146 0.092 0.05 2.76 6.91
O 1.417 -0.612 -0.101 0.50 -1.77 -4.38
C 0.348 -0.492 0.720 0.15 -2.98 -0.80
C -0.958 0.087 -0.716 0.29 0.24 1.29
C -2.353 -0.282 -0.818 -1.60 -1.64 -0.16
C -0.741 1.054 0.299 -0.12 3.13 -1.94
O -1.651 1.492 1.016 0.31 -0.59 0.80
H 2.410 0.847 0.557 1.46 0.05 -0.63
H 3.597 -0.073 -0.447 -0.62 -0.39 -2.36
H 3.087 -0.648 1.019 -0.17 0.01 -0.54
H 0.572 -0.196 1.749 -0.39 0.66 -0.17
H 0.080 -1.564 0.704 -1.31 0.69 0.78
H -0.355 -0.087 -1.597 0.62 0.12 0.58
H -3.008 0.598 -0.910 0.47 0.08 -0.01
H -2.485 -0.932 -1.687 -0.33 -0.08 0.21
H -2.754 -0.768 0.088 0.27 0.05 -0.35
H 0.114 1.720 0.032 0.43 -0.35 0.76
```
Positions in Å, forces in eV/Å.

Its HOMO-LUMO gap is 9.0 eV. The relative energy (zero: lowest compared OMol25 entry of this formula, charge and spin) is 146.65 kcal/mol.

Atom charges from the Löwdin analysis, given in e for atoms 1 to 5:
1 C -0.113
2 O -0.222
3 C -0.082
4 C -0.110
5 C -0.078

Below is C5H10O2 as an isolated structure, with properties calculated with ωB97M-V with the def2-TZVPD basis set.

```
17
Properties=species:S:1:pos:R:3:forces:R:3
C 1.013 -0.646 1.830 -0.01 0.00 0.06
C 0.139 -1.059 0.645 0.29 -0.06 -0.11
O -1.218 -1.214 1.017 -0.11 0.17 0.02
C 0.331 -0.068 -0.492 0.13 -0.28 -0.01
C -0.746 0.175 -1.559 -0.14 -0.07 -0.04
C -0.405 1.647 -1.302 -0.16 0.21 -0.23
O 0.229 1.307 -0.057 0.03 0.05 0.10
H 0.945 -1.388 2.630 0.00 0.07 -0.12
H 2.064 -0.539 1.532 -0.20 -0.06 0.03
H 0.678 0.320 2.220 0.05 -0.13 -0.07
H 0.445 -2.049 0.282 -0.02 0.13 0.03
H -1.582 -0.331 1.147 -0.01 0.01 0.14
H 1.319 -0.237 -0.948 -0.06 0.02 0.08
H -0.587 -0.230 -2.559 0.05 0.05 0.11
H -1.744 -0.101 -1.202 0.22 0.07 -0.06
H -1.215 2.369 -1.166 0.08 -0.13 -0.04
H 0.332 2.045 -2.017 -0.15 -0.04 0.13
```
Positions in Å, forces in eV/Å.

Its HOMO-LUMO gap is 10.8 eV. The relative energy (zero: lowest compared OMol25 entry of this formula, charge and spin) is 47.64 kcal/mol.

Atom charges from the Löwdin analysis, given in e for atoms 1 to 5:
1 C -0.039
2 C -0.392
3 O -0.029
4 C -0.300
5 C -0.075

Below is a 2-piece molecular cluster, C5H10O2 overall at a distorted geometry, with properties calculated with ωB97M-V with the def2-TZVPD basis set.

```
17
Properties=species:S:1:pos:R:3:forces:R:3
C 1.262 0.204 -3.511 0.96 0.18 -0.60
C 1.555 -0.420 1.412 -0.69 -0.42 1.00
C 0.851 -0.401 0.284 0.04 2.13 -1.14
O -0.540 -0.350 0.253 0.82 -0.63 0.79
C 1.404 -0.049 -1.026 0.05 -1.59 -2.19
C 0.692 0.139 -2.159 -0.43 1.25 2.01
H 1.378 -0.817 -3.879 -0.14 0.06 -0.33
H 0.687 0.803 -4.209 -0.34 -0.18 -0.06
H 2.263 0.651 -3.538 0.03 -0.16 0.24
H 0.992 -0.271 2.333 0.11 -0.48 0.03
H 2.608 -0.608 1.530 0.14 0.35 -0.48
H -0.776 -0.963 0.962 -0.51 0.28 -0.04
H 2.452 -0.184 -1.277 0.28 -0.09 0.93
H -0.335 0.467 -2.038 -0.31 -0.70 -0.14
H -3.074 0.625 3.956 0.06 0.29 0.04
H -4.338 -0.087 3.646 -0.51 -0.52 -0.15
O -4.011 0.791 3.811 0.44 0.24 0.11
```
Positions in Å, forces in eV/Å.

As for the SMILES: C=C(O)/C=C/C.O. Its HOMO-LUMO gap is 9.0 eV. The relative energy (zero: lowest compared OMol25 entry of this formula, charge and spin) is 63.65 kcal/mol.

Atom charges from the Löwdin analysis, given in e for atoms 1 to 5:
1 C -0.112
2 C 0.054
3 C -0.412
4 O 0.013
5 C -0.064

Below is the molecule C5H10O2, with properties calculated with ωB97M-V with the def2-TZVPD basis set.

```
17
Properties=species:S:1:pos:R:3:forces:R:3
O 2.193 -0.375 1.396 -0.11 0.38 -0.14
C 1.763 -0.711 0.085 -0.13 -0.19 -0.28
C 0.332 -0.306 -0.212 0.02 -0.02 -0.30
C -0.184 1.119 -0.193 -0.01 -0.01 0.07
C -1.699 0.900 0.272 0.02 0.11 -0.05
O -1.868 -0.461 0.571 0.33 0.00 -0.20
C -0.585 -1.124 -0.919 0.10 0.09 0.36
H 2.119 0.585 1.492 0.07 -0.28 0.05
H 2.445 -0.281 -0.671 -0.14 -0.07 0.25
H 1.850 -1.803 0.012 -0.02 0.21 0.00
H -0.507 -0.667 0.736 -0.35 -0.03 -0.14
H 0.372 1.749 0.517 -0.16 -0.14 -0.14
H -0.150 1.615 -1.173 -0.01 -0.14 0.22
H -2.395 1.214 -0.524 0.18 -0.06 0.18
H -1.915 1.509 1.162 0.08 -0.13 -0.21
H -1.282 -0.750 -1.671 0.11 -0.01 0.30
H -0.490 -2.213 -0.880 0.02 0.28 0.02
```
Positions in Å, forces in eV/Å.

Its HOMO-LUMO gap is 8.8 eV. The relative energy (zero: lowest compared OMol25 entry of this formula, charge and spin) is 122.56 kcal/mol.

Atom charges from the Löwdin analysis, given in e for atoms 1 to 5:
1 O -0.060
2 C -0.225
3 C -0.367
4 C -0.126
5 C -0.289

Below is a 2-piece molecular cluster, C5H10O2 overall, with properties calculated with ωB97M-V with the def2-TZVPD basis set.

```
17
Properties=species:S:1:pos:R:3:forces:R:3
O 2.822 -0.577 -0.821 0.00 0.19 0.02
C 1.826 -1.122 -0.035 0.08 -0.37 0.20
C 0.474 -0.121 -0.537 -0.26 -0.13 0.01
C -0.340 -0.858 0.368 0.17 0.02 0.03
C -2.200 0.605 0.325 -0.02 0.17 -0.04
C -1.504 1.746 0.124 -0.12 -0.10 0.03
O 0.835 1.084 -0.275 -0.05 -0.02 -0.03
H 2.690 0.389 -0.740 0.09 -0.10 -0.06
H 1.985 -0.947 1.034 -0.05 0.00 -0.17
H 1.734 -2.182 -0.274 -0.03 0.15 0.03
H 0.357 -0.441 -1.592 0.04 0.08 0.14
H -0.258 -0.640 1.428 -0.01 0.00 -0.15
H -0.766 -1.820 0.085 0.06 0.17 -0.01
H -2.483 0.289 1.327 0.09 0.04 -0.13
H -2.698 0.101 -0.500 0.10 0.07 0.11
H -1.109 2.329 0.949 -0.06 -0.10 -0.11
H -1.364 2.166 -0.865 -0.03 -0.08 0.14
```
Positions in Å, forces in eV/Å.

Its HOMO-LUMO gap (alpha / beta) is 8.4 / 8.4 eV. The relative energy (zero: lowest compared OMol25 entry of this formula, charge and spin) is 132.16 kcal/mol.

Atom charges from the Löwdin analysis, given in e for atoms 1 to 5:
1 O -0.043
2 C -0.165
3 C -0.583
4 C 0.082
5 C -0.113

> Number 3 is which compound?

C5H10O2

Copy entry 2 word for word.
Below is C5H10O2 as an isolated structure, with properties calculated with ωB97M-V with the def2-TZVPD basis set.

```
17
Properties=species:S:1:pos:R:3:forces:R:3
C -2.505 -0.272 0.027 -0.10 -0.05 0.03
C -1.143 0.144 -0.491 0.02 0.27 0.21
C 0.007 0.037 0.330 -0.28 0.25 0.00
O 0.626 -1.514 -0.574 0.15 -0.10 -0.32
C 1.176 0.972 0.188 0.00 -0.02 -0.14
C 2.474 0.319 0.603 0.24 -0.01 -0.19
O 3.428 0.208 -0.129 -0.42 0.05 0.34
H -3.170 -0.551 -0.798 0.10 0.04 0.13
H -2.427 -1.144 0.687 0.00 0.12 -0.10
H -3.006 0.528 0.590 0.08 -0.12 -0.08
H -0.405 -0.947 -1.008 0.25 -0.10 0.08
H -1.128 0.968 -1.207 0.02 -0.12 0.09
H -0.079 -0.472 1.290 0.02 0.05 -0.15
H 1.404 -1.361 -1.141 -0.13 -0.13 0.12
H 0.984 1.839 0.837 0.04 -0.12 -0.05
H 1.270 1.328 -0.843 -0.04 -0.03 0.14
H 2.496 -0.082 1.638 0.04 0.02 -0.10
```
Positions in Å, forces in eV/Å.

Its HOMO-LUMO gap is 9.4 eV. The relative energy (zero: lowest compared OMol25 entry of this formula, charge and spin) is 99.89 kcal/mol.

Atom charges from the Löwdin analysis, given in e for atoms 1 to 5:
1 C -0.116
2 C -0.260
3 C -0.179
4 O -0.155
5 C -0.133

> Which formula does entry 2 have?

C5H10O2

> Which formula does entry 7 have?

C5H10O2